Below is 2 unconnected molecules or ions with the total composition C4H11NO2 in a non-equilibrium geometry, with properties calculated with wB97M-V/def2-TZVPD.

Positions of all 18 atoms, in Å:
C  -1.5883  -1.2636  -1.9188
C  -1.2086  -1.2123  -0.4865
O  -1.6447  -0.3180  0.3115
O  -0.2343  -1.9331  -0.1458
H  -0.6785  -1.5186  -2.5120
H  -1.9792  -0.2693  -2.2965
H  -2.6325  -1.7136  -2.0202
C  0.6874  0.4929  0.3983
C  1.3118  1.7281  0.0158
N  0.7866  0.0020  1.8886
H  -0.4660  0.7352  0.2872
H  1.0684  -0.4534  -0.0433
H  2.3508  1.8300  0.5152
H  0.7555  2.5348  0.5613
H  0.4270  0.6513  2.5990
H  0.1559  -0.9226  1.6827
H  1.7474  -0.2054  2.2368
H  1.1412  1.8359  -1.0733

Computed properties:
Multiplicity = 1
Kohn-Sham gap = 0.3136 Ha
Highest occupied orbital energy = -0.3071 hartree

Below is 2 unconnected molecules or ions with the total composition C4H11NO2 in a non-equilibrium geometry, with properties calculated with wB97M-V/def2-TZVPD.

Positions of all 18 atoms, in Å:
C  -1.5919  0.4673  1.9457
C  -0.8374  -0.6402  2.6093
N  0.2573  -0.9651  1.8320
O  -1.1037  -1.2974  3.5920
H  -1.1481  0.9608  1.0985
H  -1.8338  1.2915  2.6215
H  -2.6422  0.2219  1.7327
H  0.9729  -1.5635  2.2055
H  0.3625  -0.7577  0.8537
C  1.1876  -0.3657  -2.6266
C  0.9806  0.8912  -1.6894
O  -0.0439  0.6659  -0.7354
H  2.2354  -0.6107  -2.7428
H  0.8170  -0.1335  -3.6292
H  0.5457  -1.1505  -2.2377
H  1.9580  0.9258  -1.2622
H  0.6953  1.7206  -2.3375
H  -0.8110  0.3392  -1.2302

Computed properties:
Multiplicity = 1
Kohn-Sham gap = 0.3725 Ha
Highest occupied orbital energy = -0.3498 hartree

Below is 2 unconnected molecules or ions with the total composition C4H11NO2 in a non-equilibrium geometry, with properties calculated with wB97M-V/def2-TZVPD.

Positions of all 18 atoms, in Å:
C  -0.3265  0.8427  -1.3933
C  -1.8186  0.8046  -1.2224
N  -2.3605  1.7436  -0.3781
O  -2.5383  0.0079  -1.7903
H  -0.0387  0.5076  -2.3671
H  0.0399  0.1107  -0.6601
H  0.1220  1.7698  -1.0479
H  -3.3601  1.6969  -0.2919
H  -1.8381  2.4613  0.1036
C  1.6167  -2.1471  0.9069
C  1.7871  -0.9333  1.7961
O  2.8646  -0.1208  1.3681
H  0.6338  -2.6311  0.9536
H  2.3857  -2.8974  1.1095
H  1.7953  -1.8990  -0.1412
H  0.8507  -0.3683  1.7835
H  1.9832  -1.2098  2.8353
H  3.6839  -0.3837  1.8058

Computed properties:
Multiplicity = 1
Kohn-Sham gap = 0.3880 Ha
Highest occupied orbital energy = -0.3600 hartree

Below is 2 unconnected molecules or ions with the total composition C4H11NO2 in a non-equilibrium geometry, with properties calculated with wB97M-V/def2-TZVPD.

Positions of all 18 atoms, in Å:
C  0.4784  -0.8748  2.3375
C  1.6039  -0.2875  1.5310
O  2.1700  0.7257  1.8239
O  1.6120  -0.7694  0.2466
H  0.2174  -1.9052  2.1291
H  -0.4256  -0.3218  2.0593
H  0.7115  -0.6267  3.3704
H  2.4463  -0.8456  -0.2435
C  -1.2626  -0.5541  -1.1898
C  -0.3809  0.6533  -1.6949
N  -0.7549  2.0054  -1.2618
H  -1.9349  -0.9324  -1.9495
H  -1.8518  -0.2471  -0.3260
H  -0.4785  -1.2747  -0.9794
H  0.6448  0.4352  -1.4604
H  -0.4135  0.6990  -2.7960
H  -1.7666  2.1181  -1.3478
H  -0.6150  2.0025  -0.2488

Computed properties:
Multiplicity = 1
Kohn-Sham gap = 0.3616 Ha
Highest occupied orbital energy = -0.3404 hartree

Below is 2 unconnected molecules or ions with the total composition C4H11NO2 in a non-equilibrium geometry, with properties calculated with wB97M-V/def2-TZVPD.

Positions of all 18 atoms, in Å:
C  -0.4403  1.6294  0.2403
C  -1.1237  1.1854  -1.0324
C  -0.3391  0.1143  -1.7761
O  -0.1018  0.1445  -2.9600
N  0.0524  -0.9745  -0.9811
C  0.9822  -1.9517  -1.5053
H  -1.1311  2.1758  0.8674
H  0.4582  2.2316  0.0861
H  -0.1133  0.7503  0.7615
H  -2.0633  0.7111  -0.7467
H  -1.2527  1.9714  -1.7727
H  -0.7268  -1.2986  -0.4230
H  1.9844  -1.5692  -1.3966
H  0.9270  -2.9544  -1.0828
H  0.8039  -2.0756  -2.5726
O  0.7874  -0.0173  4.3713
H  -0.0494  0.1993  4.7974
H  1.3459  -0.2718  5.1253

Computed properties:
Multiplicity = 1
Kohn-Sham gap = 0.3714 Ha
Highest occupied orbital energy = -0.3444 hartree

Below is 2 unconnected molecules or ions with the total composition C4H11NO2 in a non-equilibrium geometry, with properties calculated with wB97M-V/def2-TZVPD.

Positions of all 18 atoms, in Å:
C  1.5184  -1.3391  0.0899
N  0.0311  -0.8685  -0.0377
C  -0.5730  -0.7158  1.1482
C  -1.6628  0.3110  1.1624
O  -0.0593  -1.2160  2.1424
H  2.1002  -0.9381  0.8191
H  1.8359  -2.5321  0.3169
H  2.0604  -1.0616  -0.8603
H  0.0521  -0.0244  -0.6923
H  -1.9936  0.6886  0.1046
H  -1.4860  1.1074  1.9044
H  -2.5799  -0.0771  1.3466
C  0.2817  2.2345  -1.7360
O  0.3021  0.8226  -1.9779
H  0.4190  2.5741  -0.6650
H  0.9150  2.8550  -2.3187
H  -0.6944  2.7921  -2.1479
H  -0.1752  0.8979  -2.8465

Computed properties:
Multiplicity = 1
Kohn-Sham gap = 0.3462 Ha
Highest occupied orbital energy = -0.3340 hartree

Below is 2 unconnected molecules or ions with the total composition C4H11NO2, with properties calculated with wB97M-V/def2-TZVPD.

Positions of all 18 atoms, in Å:
C  1.6936  -0.5955  0.8752
C  0.3584  -0.0177  1.3061
C  -0.8115  -0.9506  1.0130
N  0.1067  1.2999  0.7278
C  0.0331  1.5581  -0.5914
O  0.3260  0.7790  -1.4820
H  1.6344  -0.8772  -0.1637
H  1.8594  -1.5091  1.4479
H  2.4757  0.1519  0.9986
H  0.3843  0.1689  2.3826
H  -1.7573  -0.5742  1.4284
H  -0.9580  -1.0938  -0.0677
H  -0.6876  -1.9310  1.4743
H  -0.2805  2.0147  1.3278
H  -0.3256  2.5768  -0.7942
O  -1.6585  -0.4666  -3.0990
H  -1.5066  -0.5398  -4.0490
H  -0.8860  0.0063  -2.7347

Computed properties:
Multiplicity = 1
Kohn-Sham gap = 0.3970 Ha
Highest occupied orbital energy = -0.3702 hartree